{
  "formula": "C27H29FN2O3SbSe5W",
  "method": "ωB97M-V with the def2-TZVPD basis set",
  "elements": ["W", "C", "C", "C", "C", "C", "C", "C", "C", "C", "C", "C", "C", "H", "H", "H", "H", "H", "H", "H", "H", "H", "H", "H", "H", "H", "H", "H", "H", "H", "H", "Se", "Sb", "Se", "Se", "Se", "C", "C", "C", "C", "C", "C", "C", "F", "C", "C", "C", "O", "C", "C", "N", "C", "C", "O", "O", "H", "H", "H", "H", "H", "H", "H", "H", "H", "H", "H", "Se", "C", "N"],
  "coordinates": [[1.37420, -2.65451, 0.04823], [4.14768, -0.32515, 2.90782], [3.49561, 0.49006, 1.82138], [2.25574, 1.09423, 2.08094], [1.61128, 0.81506, 3.41836], [1.67527, 1.93247, 1.12147], [0.43937, 2.75411, 1.41329], [2.27123, 2.05136, -0.14161], [1.63833, 2.90048, -1.22082], [3.46345, 1.38300, -0.42349], [4.05662, 1.43715, -1.81119], [4.11814, 0.66531, 0.58361], [5.49621, 0.09962, 0.33618], [4.41367, 0.29849, 3.76793], [5.04147, -0.83961, 2.57306], [3.48037, -1.10305, 3.27909], [2.16175, 1.28361, 4.23961], [1.60086, -0.25771, 3.61646], [0.58219, 1.15949, 3.47616], [-0.38225, 2.50758, 0.73686], [0.64955, 3.81778, 1.27887], [0.08137, 2.63344, 2.43071], [2.36475, 3.58859, -1.65893], [0.80945, 3.49591, -0.84896], [1.25952, 2.27822, -2.03589], [4.87309, 2.16449, -1.87401], [3.31514, 1.69860, -2.56122], [4.46104, 0.46558, -2.09542], [5.46451, -0.97595, 0.14838], [6.14437, 0.25508, 1.19759], [5.97307, 0.57415, -0.51830], [3.30346, -6.89874, 1.19309], [3.87316, -4.62828, 1.57961], [1.70226, -3.28771, 2.28969], [3.61798, -3.19760, -0.57085], [5.70890, -3.96576, 2.94348], [-5.13421, -1.31240, -3.38956], [-4.73260, -0.24376, -2.38821], [-5.92731, 0.23497, -1.57609], [-5.52343, 1.39932, -0.68873], [-4.31176, 1.04626, 0.13160], [-4.04828, 1.70986, 1.31079], [-2.93866, 1.37026, 2.07505], [-2.72693, 2.04491, 3.21960], [-2.07386, 0.38380, 1.69867], [-2.32368, -0.30143, 0.50680], [-1.39276, -1.34382, 0.08968], [-0.33086, -1.49734, 0.73926], [-1.78597, -2.12082, -1.03001], [-2.88435, -1.73470, -1.75148], [-3.67686, -0.70090, -1.45217], [-3.44018, 0.02112, -0.27649], [-1.11051, -3.37990, -1.50375], [-1.63869, -4.07400, -2.33995], [0.00732, -3.71033, -0.89326], [-5.97296, -0.93038, -3.97070], [-5.45571, -2.22570, -2.88589], [-4.33875, -1.55800, -4.09053], [-4.31745, 0.61243, -2.93144], [-6.30328, -0.59735, -0.97375], [-6.72198, 0.53252, -2.26071], [-6.34024, 1.68887, -0.02647], [-5.29984, 2.26959, -1.31372], [-4.70766, 2.49424, 1.66071], [-1.20429, 0.12350, 2.28547], [-3.11604, -2.31607, -2.63002], [0.85673, 0.27374, -4.02845], [1.10706, -0.64268, -2.51805], [1.26522, -1.22559, -1.51938]],
  "lowdin_spin": [1.64, 0.00, 0.01, 0.00, 0.00, 0.00, 0.00, 0.00, 0.00, 0.00, 0.00, 0.00, 0.00, 0.00, 0.00, 0.00, 0.00, 0.00, 0.00, 0.00, 0.00, 0.00, 0.00, 0.00, 0.00, 0.00, 0.00, 0.00, 0.00, 0.00, 0.00, 0.05, 0.07, -0.05, -0.05, 0.09, 0.00, 0.00, 0.00, 0.00, 0.00, 0.00, 0.00, 0.00, 0.00, 0.00, 0.01, 0.04, 0.01, 0.00, 0.01, 0.00, 0.01, 0.00, 0.06, 0.00, 0.00, 0.00, 0.00, 0.00, 0.00, 0.00, 0.00, 0.00, 0.00, 0.00, 0.04, 0.04, 0.02],
  "total_charge": -1,
  "e_homo_ev": [-4.76, -4.87],
  "spin_multiplicity": 3,
  "total_energy_ev": -375412.0842,
  "homo_lumo_gap_ev": [5.929, 5.884]
}